1.
A structure of composition C41H30F10N10O4RbS in a non-equilibrium geometry. Source: OMol25; level of theory: wB97M-V/def2-TZVPD.

Summary:
- Maximum force: 0.0375 hartree/bohr
- Charge: -1
- Kohn-Sham gap: 4.3 eV
- HOMO energy: -3.64 eV

Cartesian coordinates (Å):
Rb1 0.55544 1.09836 0.75666
C1 -1.58296 4.18376 2.89986
N1 -1.15436 3.42196 1.74466
C2 -0.52316 4.27336 0.75106
C3 0.85424 4.78806 1.20616
N2 1.63794 3.68566 1.68106
C4 2.03244 3.61716 2.92156
C5 2.53694 2.36366 3.39806
F1 2.65654 1.35246 2.48956
C6 2.88774 2.09496 4.69506
F2 3.30174 0.85446 5.03316
C7 2.82474 3.09346 5.66766
F3 3.13474 2.84206 6.96286
C8 2.43414 4.36236 5.25746
F4 2.41724 5.37836 6.14946
C9 2.07054 4.61816 3.95646
F5 1.78704 5.92646 3.68156
C10 -2.24676 2.68386 1.13786
C11 -2.85866 1.59096 2.02176
N3 -1.89826 0.57496 2.31606
C12 -2.13546 -0.69754 2.21876
C13 -3.24396 -1.42464 1.64766
F6 -4.17436 -0.77894 0.86936
C14 -3.43126 -2.77924 1.79256
F7 -4.52206 -3.36024 1.23966
C15 -2.52846 -3.56044 2.50416
F8 -2.74936 -4.88184 2.71646
C16 -1.38776 -2.93044 3.00676
F9 -0.48646 -3.66134 3.70246
C17 -1.17986 -1.59134 2.81246
F10 -0.03356 -1.03904 3.29086
H1 -0.74986 4.76456 3.28316
H2 -1.89746 3.50866 3.69046
H3 -2.41486 4.86996 2.66676
H4 -1.16666 5.13806 0.49926
H5 -0.38666 3.68206 -0.15574
H6 0.70804 5.58566 1.93716
H7 1.35364 5.23526 0.33496
H8 -1.85806 2.19336 0.23936
H9 -3.06106 3.37296 0.83046
H10 -3.76796 1.23696 1.51806
H11 -3.17676 2.02886 2.97856
O1 -1.01896 -7.19354 -0.65774
N4 -1.54306 -6.14904 -1.03094
O2 -2.53436 -6.12904 -1.75074
C18 -0.93086 -4.93054 -0.61834
C19 -0.02486 -5.02204 0.41226
C20 0.72754 -3.91314 0.84286
C21 1.66814 -3.97944 1.89036
C22 2.43144 -2.87294 2.15926
C23 2.27544 -1.73144 1.35836
N5 1.35074 -1.61734 0.43706
C24 0.55634 -2.66294 0.19906
C25 -0.48746 -2.52364 -0.78754
N6 -0.69136 -1.29754 -1.27354
C26 -1.57326 -1.12744 -2.22664
C27 -2.31696 -2.17544 -2.77004
C28 -2.14396 -3.44514 -2.26744
C29 -1.21686 -3.66084 -1.23344
H12 0.12234 -5.97794 0.89396
H13 1.76394 -4.89174 2.45956
H14 3.14124 -2.85784 2.97016
H15 2.93534 -0.88314 1.48516
H16 -1.67356 -0.11774 -2.60114
H17 -3.01086 -2.00394 -3.58094
H18 -2.70926 -4.27124 -2.66674
N7 3.96604 -0.11824 -4.27314
C30 3.82794 -1.47634 -4.14784
C31 4.43234 -2.55354 -4.77684
C32 4.01864 -3.81604 -4.40144
C33 3.03764 -4.00254 -3.42534
C34 2.43534 -2.93904 -2.79164
C35 2.83124 -1.65604 -3.15534
N8 2.39964 -0.43924 -2.71554
C36 3.07454 0.45116 -3.38604
C37 2.89414 1.87666 -3.27234
C38 3.56494 2.83056 -3.99754
S1 3.00084 4.39636 -3.59394
C39 1.89664 3.65136 -2.47354
N9 1.96214 2.38056 -2.41864
H19 4.60544 0.36206 -4.88284
H20 5.19124 -2.41754 -5.53224
H21 4.46004 -4.68234 -4.87024
H22 2.74004 -5.00454 -3.16034
H23 1.67994 -3.07744 -2.03804
H24 4.33894 2.70316 -4.72754
H25 1.21994 4.24596 -1.89674
N10 -4.98176 0.46176 -2.51374
C40 -4.09666 1.32066 -1.72594
C41 -3.23236 2.14066 -2.69054
O3 -3.71436 2.14146 -3.93214
O4 -2.24116 2.73736 -2.37294
H26 -5.81556 0.22276 -1.99074
H27 -4.50826 -0.40944 -2.73634
H28 -4.51586 1.56276 -3.92074
H29 -3.44806 0.79076 -1.02034
H30 -4.69706 2.03576 -1.15364

=====

2.
A cluster of 2 separate species, C4H9Cl3FINO2S in total. Source: OMol25; level of theory: wB97M-V/def2-TZVPD.

Summary:
- Maximum force: 0.0055 hartree/bohr
- Charge: +1
- Kohn-Sham gap: 9.8 eV
- HOMO energy: -13.59 eV

Cartesian coordinates (Å):
C1 1.36347 0.04777 1.04115
C2 0.32828 -0.84026 1.72458
C3 -0.94840 -1.18145 0.96311
I1 -0.72100 -1.56462 -1.11216
N1 -2.09023 -0.17582 1.18898
S1 -1.89536 1.60620 1.05505
O1 -3.20873 2.07879 0.90793
O2 -0.98236 1.96502 2.05929
F1 -1.20341 1.60272 -0.29858
H1 1.78242 -0.43649 0.16097
H2 2.18342 0.21696 1.73916
H3 0.98359 1.02873 0.76186
H4 0.78947 -1.80562 1.94027
H5 0.05162 -0.41382 2.69480
H6 -1.37586 -2.10024 1.35793
H7 -2.42609 -0.27608 2.15688
H8 -2.87262 -0.43191 0.57323
C4 2.08815 0.18057 -3.87818
Cl1 1.35123 -1.38456 -4.24294
Cl2 0.90440 1.27382 -3.14754
Cl3 3.48816 -0.01200 -2.83345
H9 2.40985 0.62228 -4.81232

=====

3.
A structure of composition C10H19BrF2NbO7 in a non-equilibrium geometry. Source: OMol25; level of theory: wB97M-V/def2-TZVPD.

Summary:
- Maximum force: 0.0586 hartree/bohr
- Charge: -1
- Kohn-Sham gap: 6.9 eV
- HOMO energy: -4.67 eV

Cartesian coordinates (Å):
C1 4.81480 -3.10826 -1.17613
C2 4.36308 -1.67818 -1.57390
C3 2.94048 -1.31414 -1.11328
O1 1.97864 -2.33032 -1.37054
C4 0.82326 -2.04223 -0.51417
Nb1 -1.12638 -2.97224 -1.26719
Br1 -2.20226 -3.02152 1.17760
H1 5.90248 -3.12697 -0.98164
H2 4.60203 -3.87163 -1.93211
H3 4.34192 -3.38389 -0.21942
H4 5.04909 -0.96542 -1.08141
H5 4.52943 -1.55061 -2.65686
H6 2.64376 -0.35429 -1.58046
H7 2.92737 -1.14753 -0.01266
H8 1.09082 -2.35625 0.51932
H9 0.71354 -0.93410 -0.49648
H10 -0.50125 -4.68035 -1.12870
H11 -2.74449 -3.53775 -1.90448
H12 -1.77000 -1.25657 -1.52372
H13 -0.54579 -2.95826 -2.97963
C5 0.29310 2.46875 1.70610
C6 1.00706 2.99217 0.49305
O2 2.32802 2.51017 0.67716
C7 2.21398 1.35903 1.39750
O3 3.06656 0.54780 1.50867
O4 0.98867 1.25071 1.96001
F1 1.03198 4.35584 0.47263
H14 0.39875 3.13571 2.56576
H15 -0.76341 2.28375 1.52748
H16 0.61314 2.62114 -0.45567
C8 -5.77382 2.37127 1.44343
C9 -4.97556 2.96482 0.31621
O5 -3.66072 2.52930 0.60486
C10 -3.78412 1.34651 1.27769
O6 -2.90680 0.57746 1.44074
O7 -5.05610 1.17083 1.72355
F2 -5.00763 4.32582 0.34200
H17 -5.77480 3.01144 2.32881
H18 -6.80296 2.15479 1.16217
H19 -5.26586 2.61320 -0.67632

=====

4.
The molecule C2H5FN2 in a non-equilibrium geometry. Source: OMol25; level of theory: wB97M-V/def2-TZVPD.

Summary:
- Maximum force: 0.0507 hartree/bohr
- Charge: 0
- Kohn-Sham gap: 9.9 eV
- Structure (SMILES): N/N=C\CF
- HOMO energy: -8.86 eV

Cartesian coordinates (Å):
N1 -1.42293 -0.82522 0.11183
N2 -1.22714 0.50916 -0.25265
C1 -0.03403 0.99920 -0.18828
C2 1.20430 0.18224 0.22381
F1 1.12573 -1.00363 -0.44119
H1 -0.64171 -1.54629 0.15241
H2 -2.34373 -1.10625 -0.25114
H3 0.06135 2.00135 -0.62652
H4 2.13630 0.70914 -0.03723
H5 1.14185 0.08029 1.30896

=====

5.
A structure of composition C24H19InNO3S. Source: OMol25; level of theory: wB97M-V/def2-TZVPD.

Summary:
- Maximum force: 0.0039 hartree/bohr
- Charge: +1
- Kohn-Sham gap: 8.0 eV
- HOMO energy: -11.71 eV

Cartesian coordinates (Å):
In1 -0.63878 0.92919 -1.70467
C1 -0.41498 -2.43868 -1.33318
C2 -1.81929 -1.94583 -1.22165
C3 -2.85724 -2.85296 -0.93378
C4 -4.13736 -2.40239 -0.83517
C5 -4.44084 -1.03861 -1.04829
C6 -5.76352 -0.55392 -0.99133
C7 -6.00971 0.76587 -1.23495
C8 -4.95121 1.63457 -1.54690
C9 -3.64780 1.20117 -1.60702
S1 -2.42115 2.41061 -2.05113
C10 -3.37333 -0.16592 -1.34363
N1 -2.08260 -0.65523 -1.38943
H1 -0.40392 -3.40117 -1.84304
H2 0.00579 -2.58618 -0.33539
H3 0.23207 -1.75531 -1.88213
H4 -2.61350 -3.89692 -0.79866
H5 -4.94605 -3.08673 -0.60949
H6 -6.56545 -1.24251 -0.76040
H7 -7.01775 1.15458 -1.19846
H8 -5.16602 2.67528 -1.75255
O1 0.56381 1.55507 0.02507
C11 1.87391 0.85643 0.00396
C12 2.22477 0.55469 -1.48420
O2 3.36166 0.38434 -1.81531
O3 1.19591 0.42256 -2.31562
C13 1.67266 -0.47060 0.72007
C14 0.61767 -0.65023 1.61169
C15 0.48083 -1.84965 2.30044
C16 1.39414 -2.87395 2.10458
C17 2.45091 -2.69395 1.22085
C18 2.59299 -1.49976 0.53174
C19 2.87014 1.78744 0.65556
C20 3.28854 1.60046 1.96529
C21 4.13099 2.52890 2.56277
C22 4.55243 3.64395 1.85780
C23 4.13619 3.83666 0.54590
C24 3.30369 2.91002 -0.05484
H9 0.71418 2.47441 0.29059
H10 -0.08362 0.15221 1.79165
H11 -0.33374 -1.97362 3.00203
H12 1.29120 -3.80494 2.64595
H13 3.17444 -3.48408 1.07146
H14 3.42881 -1.36234 -0.14234
H15 2.96814 0.72932 2.52190
H16 4.45976 2.37412 3.58139
H17 5.21284 4.36189 2.32513
H18 4.47593 4.69894 -0.01137
H19 3.01348 3.04280 -1.09089

=====

6.
A structure of composition C13H16BrN2Pt in a non-equilibrium geometry. Source: OMol25; level of theory: wB97M-V/def2-TZVPD.

Summary:
- Maximum force: 0.0275 hartree/bohr
- Expectation value of S²: 6.0399
- Charge: +3
- Multiplicity: 5
- Kohn-Sham gap (spin up / spin down): 8.6 / 5.7 eV
- HOMO energy (spin up / spin down): -19.26 / -19.95 eV

Cartesian coordinates (Å):
Pt1 -0.89531 0.06548 0.04238
N1 -3.03547 -0.60231 0.41865
C1 -4.03138 0.46134 0.45754
C2 -3.54884 1.69528 1.22612
C3 -2.70574 2.64292 0.36822
N2 -1.29229 2.29231 0.38714
H1 -3.28812 -1.30721 -0.28404
H2 -2.98141 -1.06222 1.33673
H3 -4.94169 0.09235 0.96172
H4 -4.33339 0.72327 -0.55972
H5 -2.96903 1.37476 2.09824
H6 -4.42182 2.23949 1.58909
H7 -2.82906 3.66678 0.76391
H8 -3.06708 2.66939 -0.66494
H9 -0.88766 2.49538 1.30751
H10 -0.77486 2.83637 -0.30744
Br1 0.01583 0.16882 -2.52941
C4 1.77550 -0.25702 -1.89354
C5 2.84287 -0.07580 -2.77026
C6 4.11698 -0.49210 -2.40639
C7 4.31047 -1.11946 -1.17796
C8 3.24172 -1.32916 -0.28363
C9 3.40624 -2.10315 0.88205
C10 2.33308 -2.38905 1.71615
C11 1.08111 -1.82484 1.45533
C12 0.89757 -1.01916 0.34232
C13 1.92851 -0.83656 -0.60637
H11 2.68942 0.38673 -3.73577
H12 4.95001 -0.36018 -3.08512
H13 5.29438 -1.46311 -0.88911
H14 4.38636 -2.50891 1.10373
H15 2.45738 -3.02272 2.58558
H16 0.27575 -2.03772 2.15127

=====

7.
The ion C3H5O3S2 with charge -1 in a non-equilibrium geometry. Source: OMol25; level of theory: wB97M-V/def2-TZVPD.

Summary:
- Maximum force: 0.0941 hartree/bohr
- Charge: -1
- Kohn-Sham gap: 7.6 eV
- Structure (SMILES): CCOC([S-])=S(=O)=O
- HOMO energy: -4.03 eV

Cartesian coordinates (Å):
C1 1.48974 -0.08980 0.56269
C2 0.80625 0.32575 -0.72086
O1 -0.12963 1.27305 -0.47852
C3 -1.40035 0.79049 0.02298
S1 -2.50253 1.92777 0.09306
S2 -2.16008 -1.02635 0.26516
O2 -1.23462 -1.74109 1.17170
O3 -1.80584 -1.29867 -1.15991
H1 1.70543 0.82714 1.11713
H2 0.97098 -0.79850 1.34498
H3 2.47127 -0.51747 0.39507
H4 0.29966 -0.53298 -1.33506
H5 1.48972 0.86067 -1.27843

=====

8.
A cluster of 2 separate species, C3H6INO in total in a non-equilibrium geometry. Source: OMol25; level of theory: wB97M-V/def2-TZVPD.

Summary:
- Maximum force: 0.0644 hartree/bohr
- Charge: 0
- Kohn-Sham gap (spin up / spin down): 7.5 / 7.9 eV
- HOMO energy (spin up / spin down): -7.93 / -8.61 eV

Cartesian coordinates (Å):
C1 1.66264 1.07410 -0.10439
C2 -0.16898 -1.26473 -0.45640
C3 -1.22086 0.74470 0.37440
N1 -0.32233 0.12757 -0.55878
O1 1.73846 2.23702 0.02110
I1 3.04455 -0.40602 0.17289
H1 -1.13884 -1.71651 -0.51016
H2 0.61957 -1.74741 -1.18088
H3 0.26145 -1.55316 0.56456
H4 -2.25900 0.69050 -0.16564
H5 -1.35439 0.06829 1.26540
H6 -0.86226 1.74566 0.57791

=====

9.
A cluster of 5 separate species, C33H63NO10 in total in a non-equilibrium geometry. Source: OMol25; level of theory: wB97M-V/def2-TZVPD.

Summary:
- Maximum force: 0.0254 hartree/bohr
- Charge: 0
- Kohn-Sham gap: 8.9 eV
- Structure (SMILES): CCCCCCCCCN1C(=O)c2ccccc2C1=O.COCCOC.COCCOC.COCCOC.COCCOC
- HOMO energy: -9.19 eV

Cartesian coordinates (Å):
C1 4.88033 -1.24161 0.60905
C2 3.37302 -1.08570 0.44727
C3 2.95613 0.32396 -0.01473
C4 2.22248 1.14023 1.05619
C5 1.39634 2.28192 0.42356
C6 -0.04855 1.80588 0.10032
C7 -0.38863 1.99379 -1.36932
C8 -1.71372 1.36593 -1.83858
C9 -1.94182 -0.06556 -1.40499
N1 -2.27812 -0.26272 0.02516
C10 -3.27735 0.50748 0.63459
O1 -3.44285 1.69450 0.55788
C11 -4.09600 -0.39970 1.49058
C12 -5.15802 -0.10504 2.33399
C13 -5.71804 -1.17464 3.04169
C14 -5.20118 -2.46552 2.90859
C15 -4.13000 -2.74813 2.05452
C16 -3.59439 -1.67579 1.34787
C17 -2.48415 -1.61866 0.38046
O2 -1.85769 -2.52816 -0.06102
H1 5.41895 -1.00842 -0.30462
H2 5.09085 -2.26565 0.90495
H3 5.21611 -0.57980 1.40242
H4 2.97138 -1.82004 -0.24623
H5 2.91162 -1.28837 1.41202
H6 3.81507 0.88445 -0.37526
H7 2.25386 0.22498 -0.84292
H8 1.58006 0.45477 1.60626
H9 2.93274 1.54354 1.77624
H10 1.90184 2.54084 -0.50302
H11 1.39964 3.10545 1.12884
H12 -0.72196 2.43290 0.67592
H13 -0.11554 0.77276 0.41346
H14 -0.47850 3.06752 -1.53469
H15 0.40756 1.65921 -2.03330
H16 -2.54904 2.01493 -1.60422
H17 -1.67769 1.34380 -2.92798
H18 -1.03389 -0.62641 -1.60756
H19 -2.71746 -0.54039 -2.00428
H20 -5.51391 0.90867 2.42701
H21 -6.55496 -0.97184 3.68979
H22 -5.64376 -3.27146 3.47556
H23 -3.71400 -3.73828 1.95548
C18 3.13414 7.07848 -1.97455
O3 2.05101 7.69206 -1.29830
C19 1.06589 6.77005 -0.85994
C20 1.21620 6.42724 0.60592
O4 2.43517 5.74917 0.86415
C21 3.45165 6.59352 1.37408
H24 3.94714 7.80178 -2.01916
H25 3.48487 6.18524 -1.45350
H26 2.84506 6.80972 -2.99648
H27 1.09195 5.86129 -1.46987
H28 0.09087 7.24614 -1.00903
H29 0.40073 5.75449 0.89188
H30 1.14009 7.32913 1.22139
H31 3.28449 6.79562 2.43782
H32 3.50433 7.54000 0.83206
H33 4.40076 6.07110 1.26269
C22 -3.99835 -5.30878 -0.45208
O5 -3.90166 -6.38809 0.46422
C23 -4.69459 -7.50870 0.10932
C24 -3.88248 -8.58490 -0.57878
O6 -3.36672 -8.15075 -1.82580
C25 -2.01500 -7.72951 -1.76454
H34 -3.16496 -4.63528 -0.26182
H35 -3.94599 -5.64563 -1.48931
H36 -4.93756 -4.76471 -0.29483
H37 -5.53160 -7.20118 -0.52525
H38 -5.10720 -7.92102 1.03566
H39 -4.53400 -9.44140 -0.77810
H40 -3.07228 -8.92280 0.07494
H41 -1.34540 -8.59582 -1.72782
H42 -1.82619 -7.09103 -0.89925
H43 -1.80510 -7.16300 -2.67034
C26 6.26031 -4.71267 2.32847
O7 5.15316 -4.11221 2.97818
C27 4.20445 -5.05687 3.44877
C28 4.36464 -5.33990 4.92691
O8 5.60447 -5.96196 5.22333
C29 6.58894 -5.06225 5.70021
H44 7.05057 -3.96686 2.25481
H45 6.63901 -5.57364 2.88276
H46 5.97892 -5.02742 1.31735
H47 4.27045 -5.98581 2.87415
H48 3.21146 -4.62787 3.28183
H49 3.57401 -6.02945 5.23810
H50 4.25208 -4.41618 5.50301
H51 6.40230 -4.81103 6.75004
H52 6.62040 -4.14357 5.11074
H53 7.55442 -5.56050 5.62622
C30 -3.51348 4.98467 -6.06832
O9 -4.07100 5.40502 -4.83611
C31 -3.65712 4.62019 -3.72956
C32 -2.53928 5.27944 -2.95021
O10 -1.35539 5.39570 -3.72505
C33 -1.17903 6.68703 -4.28014
H54 -3.65609 5.79062 -6.78659
H55 -2.44528 4.77543 -5.98114
H56 -4.02795 4.09032 -6.43662
H57 -3.35484 3.62057 -4.05808
H58 -4.52394 4.50945 -3.07069
H59 -2.29858 4.65182 -2.08564
H60 -2.85463 6.26076 -2.58287
H61 -0.81573 7.37611 -3.50912
H62 -2.09996 7.08607 -4.70999
H63 -0.42937 6.61693 -5.06705

=====

10.
The molecule C2H3NO3 in a non-equilibrium geometry. Source: OMol25; level of theory: wB97M-V/def2-TZVPD.

Summary:
- Maximum force: 0.0317 hartree/bohr
- Charge: 0
- Kohn-Sham gap: 11.0 eV
- Structure (SMILES): C=CO[N+](=O)[O-]
- HOMO energy: -10.64 eV

Cartesian coordinates (Å):
C1 0.20950 0.07900 0.41253
C2 -0.81512 -0.02935 -0.40745
O1 -1.94277 0.76218 -0.34833
N1 -3.12884 0.03067 0.03532
O2 -2.95591 -1.13350 0.21852
O3 -4.14774 0.63492 0.07873
H1 0.99192 -0.52177 0.02170
H2 0.22961 0.84176 1.15804
H3 -0.75481 -0.88432 -1.04237

=====

11.
The molecule C5H3NO in a non-equilibrium geometry. Source: OMol25; level of theory: wB97M-V/def2-TZVPD.

Summary:
- Maximum force: 0.0469 hartree/bohr
- Charge: 0
- Kohn-Sham gap (spin up / spin down): 9.1 / 9.1 eV
- Structure (SMILES): N#Cc1ccco1
- HOMO energy (spin up / spin down): -9.48 / -9.48 eV

Cartesian coordinates (Å):
N1 -2.69606 1.95520 -0.53994
C1 -1.74100 1.33249 -0.33879
C2 -0.58278 0.54248 -0.15235
C3 -0.05279 -0.48625 -0.86775
C4 1.07327 -1.05488 -0.13212
C5 1.14412 -0.17631 0.95163
O1 0.19174 0.76700 0.93737
H1 -0.38653 -0.88789 -1.81564
H2 0.10214 -1.73476 -0.07710
H3 1.84957 -0.03836 1.76678